The following is a DFT calculation (ωB97M-V with the def2-TZVPD basis set) of C24H39BrN7O4SSbZr as an isolated structure.

The geometry in XYZ format:
```
78
Properties=species:S:1:pos:R:3:forces:R:3:mulliken_charge:R:1
H 6.4663 -3.1710 18.4107 0.528 0.073 0.195 0.080
H 4.5741 -3.0050 16.2041 -0.011 -0.059 0.234 0.394
H 2.8004 -2.4919 11.3459 0.211 0.286 0.052 0.287
H 9.3491 -3.5898 20.8378 -0.307 0.083 0.342 0.407
H 9.4702 -3.4962 22.5818 0.069 -0.666 0.329 0.431
H 5.6592 1.9440 22.7637 0.189 0.209 0.026 -0.065
H 4.5643 -2.3015 11.3877 0.051 -0.154 -0.044 0.381
H 7.0805 -0.9051 25.1227 0.378 -0.353 0.512 0.078
H 8.1555 1.9676 26.4013 -0.058 0.050 0.103 0.444
C 8.0278 1.0749 25.8036 0.220 -0.232 -0.581 -1.302
C 3.5706 -1.7157 13.2224 0.113 -0.175 -0.095 0.594
H 0.8140 -3.0520 23.4234 0.300 0.324 -0.076 0.438
H 9.3311 -1.9457 18.5620 0.280 -0.194 0.288 0.621
S 4.4218 -0.9895 18.3864 0.104 -1.705 0.435 0.832
C 4.1781 -2.5648 14.1600 -0.273 0.257 -0.012 -0.792
O 3.9226 -1.5837 19.8019 0.310 0.221 -0.751 -0.795
H 7.2175 2.3209 19.2916 0.034 0.128 -0.080 0.161
C 2.6397 -0.4532 15.0962 0.377 0.263 0.503 -0.656
H 1.5253 0.7041 25.3399 0.221 -0.343 -0.323 0.420
C 1.7497 -0.0408 24.5667 -0.735 0.703 1.414 -0.679
H 8.8407 3.0413 19.0989 -0.197 0.021 -0.221 0.394
H 8.3284 1.6728 18.0880 -0.044 0.118 -0.419 0.339
C 1.0965 -1.2657 24.5920 0.238 -0.004 -0.249 0.041
C 3.3100 -1.2500 16.0116 0.426 -0.804 -0.780 0.583
H 3.1207 1.2363 23.5646 0.135 0.149 -0.011 0.522
N 5.5027 -1.7823 22.4857 -0.483 -1.021 -0.812 0.226
N 6.5929 -0.7703 24.2704 -0.295 0.659 -1.052 0.176
H 3.5715 -0.8564 11.2678 -0.178 -0.383 -0.042 0.365
C 8.2513 -1.8556 18.6054 -0.280 1.269 -1.132 -0.824
H 9.0065 0.7079 25.5095 0.254 -0.093 0.197 0.371
O 3.1680 -0.9800 17.4188 -0.790 0.041 0.015 -0.156
H 3.0890 1.5136 17.8944 -0.162 0.034 0.176 0.258
C 2.6396 0.2737 23.5751 -0.075 0.177 -0.027 -0.254
H 7.8969 -3.8470 19.2601 -0.116 -0.595 0.434 0.252
Br -0.0719 -1.7461 26.0091 0.503 0.209 -0.696 -0.058
C 7.2794 2.8529 24.2863 -0.836 0.114 -0.118 -1.244
C 3.1964 1.7219 20.0909 -0.437 -0.459 0.633 0.676
H 7.0845 -3.1072 24.9455 0.336 0.212 0.536 0.170
H 7.5307 0.3337 26.4173 -0.237 -0.033 0.160 0.496
H 7.8543 -3.5621 21.8268 0.167 -0.006 -0.059 0.212
H 8.0460 -1.1825 17.7284 -0.136 -0.616 0.690 0.392
H 4.7430 -3.4270 13.8189 -0.009 0.100 0.080 0.393
H 8.1847 3.2827 24.6700 0.354 0.234 0.124 0.453
C 2.2290 -1.7052 22.5287 -0.020 -0.418 -0.672 -0.274
C 6.1458 -1.9000 23.5872 0.346 1.069 0.771 -0.041
H 5.2380 -2.7107 22.1151 0.144 0.623 0.130 0.074
H 2.3668 0.0681 13.0637 0.143 -0.480 0.140 0.309
C 1.3493 -2.1022 23.5082 -0.838 -0.708 0.395 -0.581
H 9.9986 -1.3724 21.6310 0.148 0.137 -0.141 0.688
H 9.9166 1.0037 19.7549 -0.379 -0.402 0.413 0.500
Sb 7.7796 -0.6591 20.3184 -0.412 0.005 -0.281 0.675
H 8.6829 -1.3010 22.7814 0.167 -0.139 -0.725 0.098
H 6.4129 3.3288 24.7724 0.279 0.013 -0.167 0.373
H 4.4017 2.5410 18.5573 -0.069 -0.396 -0.192 0.281
H 7.2415 3.0450 23.2161 0.069 -0.040 -0.026 0.400
C 7.5693 -3.2107 18.4656 -0.047 0.395 -0.927 -0.861
N 2.9072 -0.5539 22.5685 0.386 -0.116 -0.452 0.346
N 7.2900 1.4281 24.5838 -0.561 -0.537 -0.094 0.135
C 2.8399 -0.6625 13.7315 -0.830 0.823 0.395 -0.486
H 8.9053 1.6274 21.0699 0.021 -0.197 -0.115 0.408
C 4.0602 -2.3322 15.5363 -0.029 0.276 -0.174 -0.214
C 3.7993 1.6338 18.7087 0.100 0.375 -0.396 -0.419
N 6.4248 -3.0531 24.2030 -0.001 -0.398 0.013 -0.356
C 8.8752 -3.1755 21.7423 0.318 -0.334 -0.458 -1.368
N 5.7760 0.9477 22.8651 -0.055 -0.789 -0.139 -0.004
N 4.6812 0.4609 18.8352 0.631 1.683 0.936 -0.325
C 8.9651 -1.6757 21.7667 -0.354 0.919 0.920 -0.502
H 1.9988 0.3549 15.4297 0.108 0.000 0.026 0.437
H 2.3601 -2.3175 21.6315 0.114 0.119 0.353 0.493
O 4.2070 1.8782 20.9858 0.154 -0.582 0.379 -0.610
H 6.3326 -3.9265 23.7231 -0.312 -0.173 -0.309 0.270
H 7.9296 -3.6494 17.5204 -0.242 -0.013 0.333 0.392
C 8.8706 1.1624 20.0739 0.831 -0.027 0.283 -0.732
C 3.6245 -1.8608 11.7075 0.244 0.018 0.568 -1.341
O 2.1042 1.3760 20.4773 0.200 0.461 -0.719 -0.521
C 8.2683 2.1118 19.0735 -0.402 0.217 0.120 -1.117
C 6.5390 0.5725 23.8553 0.288 0.152 0.891 0.421
Zr 4.7437 -0.0948 21.1581 -0.284 0.428 -0.979 0.389
```
Forces are in eV/Å.

Largest force on an atom = 2.0 eV Å⁻¹
Total energy = -4881.29898 a.u.
Gap between HOMO and LUMO = 7.437 eV
Net charge = +2
HOMO = -13.05 eV